Entry from OMol25: 10 unconnected molecules or ions with the total composition C52H122N6O12 at a distorted geometry (ωB97M-V/def2-TZVPD).

The geometry in XYZ format:
```
192
C52H122N6O12 (ωB97M-V/def2-TZVPD)
O 3.027 -31.226 -13.057
O 5.452 -27.387 -15.346
O -0.625 -25.854 -13.058
O 4.316 -23.726 -10.577
O 0.133 -24.398 -14.602
O 3.083 -29.004 -13.413
O -1.727 -23.961 -13.609
O 6.333 -26.685 -13.531
O 2.158 -24.116 -9.987
O 3.165 -22.406 -9.099
O 4.534 -25.575 -14.327
O 1.405 -30.043 -12.307
N 6.378 -25.065 -6.621
N 5.332 -18.869 -5.962
N -3.006 -24.410 -8.719
N 1.491 -18.574 -8.490
N 3.006 -20.996 -13.932
N 4.649 -29.574 -8.616
C 1.857 -19.241 -7.216
C 4.441 -27.414 -16.322
C 7.709 -25.401 -6.058
C -2.775 -24.378 -12.786
C 0.512 -28.906 -12.437
C 2.004 -24.971 -11.100
C 3.405 -20.579 -12.535
C -0.776 -24.837 -13.748
C 2.287 -17.640 -10.609
C -1.537 -26.376 -9.064
C 4.323 -24.007 -5.837
C -1.899 -23.490 -8.833
C 5.181 -18.944 -4.500
C 1.161 -25.359 -14.976
C 7.585 -20.102 -5.566
C 6.262 -19.950 -6.369
C 7.552 -26.096 -4.743
C -3.743 -23.191 -12.589
C 6.311 -25.154 -8.050
C 5.869 -17.507 -6.358
C 0.033 -20.234 -9.857
C 4.444 -20.193 -4.046
C 3.313 -23.447 -9.886
C -1.261 -22.938 -7.592
C 2.434 -30.670 -8.879
C 3.829 -27.764 -7.007
C 4.323 -21.637 -8.840
C 2.508 -26.313 -10.758
C 5.333 -26.456 -14.361
C 2.578 -18.636 -9.502
C -4.182 -23.855 -8.004
C 7.242 -24.192 -8.763
C 4.251 -31.430 -13.768
C 5.792 -23.911 -6.054
C 6.248 -29.636 -10.540
C 0.159 -18.943 -8.967
C 4.894 -26.705 -17.649
C -2.595 -25.690 -8.247
C 1.606 -21.158 -14.023
C 5.759 -28.844 -9.273
C 4.740 -19.923 -12.475
C 1.069 -18.563 -6.032
C 6.397 -25.931 -12.280
C 6.211 -17.344 -7.863
C 4.333 -32.946 -14.056
C 0.829 -19.864 -13.905
C 3.630 -22.262 -14.197
C -5.486 -24.619 -8.136
C 3.414 -29.593 -9.388
C 4.388 -29.156 -7.260
C 3.635 -22.524 -15.692
C 2.545 -29.980 -12.991
H 5.028 -31.096 -13.035
H -0.501 -29.235 -12.236
H 5.836 -26.366 -11.434
H 0.997 -24.949 -11.379
H -1.175 -23.695 -6.824
H 3.712 -29.889 -6.813
H 2.021 -24.817 -15.232
H -6.345 -24.158 -7.660
H 6.661 -26.160 -8.185
H 1.320 -21.677 -14.966
H -2.304 -22.706 -9.461
H 4.588 -21.075 -9.739
H 1.286 -17.767 -11.071
H -2.083 -25.631 -7.247
H 5.054 -21.146 -4.278
H 5.297 -33.256 -14.469
H 6.134 -30.712 -10.389
H 4.142 -21.720 -16.219
H 1.520 -26.032 -14.198
H 4.504 -18.083 -4.247
H 6.599 -28.906 -8.547
H 7.435 -20.588 -4.602
H 5.602 -20.416 -12.918
H 5.741 -20.915 -6.392
H 3.046 -17.737 -11.368
H 2.628 -22.571 -16.129
H 2.870 -31.675 -8.890
H 5.317 -29.176 -6.648
H 0.864 -25.941 -15.852
H 1.347 -21.902 -13.218
H 1.516 -20.306 -7.193
H 8.321 -24.472 -5.913
H 2.601 -24.599 -11.939
H -4.705 -23.570 -12.262
H 2.928 -19.111 -7.065
H 1.079 -19.236 -13.033
H 1.373 -17.550 -6.062
H 0.713 -28.538 -13.487
H 1.901 -26.760 -9.980
H 5.001 -25.589 -17.531
H 7.456 -25.759 -12.112
H 7.189 -24.323 -9.869
H 3.569 -26.328 -10.438
H 7.172 -23.133 -8.524
H 4.112 -23.478 -15.913
H 8.500 -26.148 -4.233
H 8.093 -19.171 -5.452
H 7.146 -27.078 -4.840
H 8.293 -24.451 -8.543
H 5.525 -27.833 -9.452
H -4.278 -22.889 -8.332
H 1.419 -19.015 -5.092
H 4.948 -19.686 -11.397
H -5.313 -25.617 -7.705
H 4.208 -33.452 -13.120
H -0.048 -18.639 -6.104
H 2.724 -19.826 -12.066
H 3.443 -27.670 -5.987
H 4.690 -22.278 -13.933
H 6.228 -16.275 -8.059
H 3.417 -21.446 -11.842
H -5.672 -24.722 -9.173
H 3.610 -33.324 -14.789
H -0.587 -25.872 -9.072
H 1.158 -19.354 -14.812
H 3.530 -18.413 -8.955
H -0.324 -18.136 -9.500
H -3.847 -22.623 -13.506
H 2.088 -30.495 -7.880
H 8.190 -26.012 -6.814
H 5.956 -24.935 -12.463
H 0.355 -20.009 -10.880
H 6.729 -17.225 -5.739
H 1.662 -30.684 -9.643
H 4.627 -27.027 -7.150
H 6.008 -22.949 -6.616
H 4.274 -20.221 -3.015
H 5.027 -16.859 -6.112
H 3.561 -29.724 -10.485
H 3.954 -20.976 -8.004
H 0.801 -28.063 -11.823
H 5.218 -22.293 -8.559
H 3.204 -23.125 -13.622
H 4.226 -26.785 -18.518
H 4.071 -24.706 -5.014
H 5.336 -25.159 -8.568
H 3.707 -24.323 -6.700
H -3.970 -23.749 -6.952
H -3.435 -26.359 -8.061
H 8.347 -20.753 -6.050
H 0.608 -21.032 -9.410
H -1.366 -27.405 -8.638
H -1.773 -26.558 -10.114
H 6.122 -18.755 -3.988
H 2.909 -28.613 -9.265
H -1.051 -20.486 -9.872
H 7.211 -17.666 -8.018
H 2.678 -26.985 -11.572
H -1.127 -23.903 -9.431
H 4.250 -30.896 -14.681
H 5.586 -29.415 -11.390
H -0.463 -19.079 -8.068
H 6.536 -19.744 -7.363
H 2.537 -19.701 -9.833
H 6.379 -23.783 -5.165
H 3.517 -26.980 -15.927
H 5.869 -27.090 -17.912
H -0.239 -20.119 -13.876
H -2.469 -24.868 -11.773
H -0.261 -22.533 -7.832
H 3.499 -20.252 -4.629
H -3.276 -25.207 -13.330
H 3.858 -23.049 -5.538
H -3.448 -22.538 -11.770
H 7.196 -29.339 -10.935
H 5.601 -17.917 -8.601
H 2.888 -27.503 -7.565
H 6.896 -25.512 -4.118
H 4.665 -18.915 -12.922
H 4.214 -28.491 -16.496
H -1.801 -22.033 -7.221
H 2.317 -16.655 -10.188
```

energy above the lowest of the compared OMol25 structures with the same formula, charge and spin	0.0	kcal per mole
total energy	-89409.9711	eV
max |F|	3.5	eV/A
LUMO level	0.0250	Ha
Kohn-Sham gap	8.6	eV
2S+1	1

Results of the Mulliken charge analysis, in e, for atoms 1 through 8: -0.315, -0.382, -0.546, -0.494, -0.298, -0.154, -0.306, -0.394

=====

Entry from OMol25: 9 unconnected molecules or ions with the total composition C52H125F3N8O2 at a distorted geometry (ωB97M-V/def2-TZVPD).

The geometry in XYZ format:
```
190
C52H125F3N8O2 (ωB97M-V/def2-TZVPD)
F -6.652 4.369 4.697
F -8.818 4.042 4.960
F -7.355 3.371 6.504
O -6.857 6.095 7.065
O -9.073 6.029 6.462
N -1.736 -1.276 0.111
N -2.430 9.092 -0.034
N 2.420 -5.920 8.953
N 4.706 2.866 6.440
N -10.944 -7.972 2.615
N 3.974 3.022 -9.619
N 10.445 -0.541 -2.154
N -1.255 -3.321 -10.467
C -11.120 -6.612 3.177
C -10.802 -7.859 1.168
C -3.009 -1.247 2.161
C 9.290 -2.724 -1.410
C 7.032 2.722 5.506
C 3.568 2.225 -7.243
C 4.872 3.920 -10.409
C -2.097 -3.671 -11.591
C 3.932 2.477 5.237
C -3.599 8.827 0.789
C 3.178 1.531 -11.503
C 0.653 -1.997 -0.127
C 3.542 -6.859 9.230
C -7.630 4.332 5.602
C -10.200 -9.115 0.523
C 4.764 5.375 -9.979
C -2.059 -2.692 -9.441
C -2.693 -0.522 0.846
C -3.414 11.360 -0.881
C -1.473 -5.704 -9.376
C -9.001 8.429 6.856
C 9.676 -0.068 -4.486
C -12.045 -8.848 2.892
C -1.161 8.476 0.368
C -0.554 -4.519 -9.842
C 3.973 -6.954 10.781
C 6.012 2.180 6.593
C -9.462 7.060 7.309
C 3.355 -5.555 6.595
C 5.510 4.943 7.740
C 10.506 -1.696 -1.257
C 10.476 -1.017 -3.585
C 11.859 0.859 -0.473
C 3.989 1.692 -10.192
C -9.811 -5.833 3.224
C -1.300 6.984 0.616
C -1.768 -0.937 -1.401
C -1.595 0.522 -1.722
C -7.787 5.639 6.427
C -2.368 -1.162 -9.684
C 4.405 3.089 -8.235
C 2.425 2.867 5.331
C 2.119 -5.891 7.529
C -3.497 9.582 2.169
C -0.378 -1.139 0.620
C -12.340 -9.044 4.330
C 4.767 4.315 6.542
C 0.581 -7.686 9.359
C -2.189 10.511 -0.407
C 11.458 0.443 -1.908
C -1.240 -3.676 -12.809
C 1.161 -6.289 9.681
H 8.387 -2.150 -1.201
H 6.038 1.119 6.344
H 0.236 -2.921 -0.528
H -3.428 10.670 2.176
H -11.423 -9.078 4.918
H 5.009 1.389 -10.427
H -0.666 8.955 1.212
H -1.317 0.707 -2.760
H 9.275 -3.573 -0.727
H -0.379 -1.392 1.680
H -0.373 6.428 0.752
H 4.029 1.240 -7.308
H -8.930 -6.421 3.477
H 7.983 2.269 5.786
H 4.085 -6.364 6.576
H -9.487 -5.507 2.235
H -1.815 10.958 0.515
H 1.073 -1.460 -0.977
H 5.904 3.571 -10.453
H 4.434 4.107 -7.844
H 4.668 -7.773 10.965
H 5.298 6.000 7.904
H -11.527 -6.604 4.188
H 3.603 2.658 -6.243
H 7.257 3.787 5.467
H 2.140 1.849 -11.405
H 10.015 -1.998 -3.697
H 3.904 -4.706 7.004
H 5.148 6.071 -10.724
H 4.393 3.910 -11.388
H 4.419 2.914 4.365
H -11.849 -6.058 2.585
H 5.449 2.781 -8.174
H -3.914 11.030 -1.792
H 11.438 -2.237 -1.422
H 2.390 3.944 5.498
H 11.522 -1.071 -3.888
H -2.160 -1.380 2.831
H -11.810 -9.838 2.502
H -0.064 -0.096 0.652
H -2.668 9.147 2.728
H -3.600 -0.470 0.245
H -1.854 6.896 1.550
H 3.603 2.214 -12.238
H 12.527 1.714 -0.581
H -9.784 -8.881 -0.457
H 3.770 4.729 6.694
H 10.452 -1.365 -0.220
H 4.431 -6.586 8.662
H 10.230 0.865 -4.592
H 8.809 0.123 -3.853
H 11.328 1.286 -2.586
H -1.055 -1.494 -2.009
H 6.575 4.724 7.661
H 4.370 -5.993 11.108
H -3.806 7.757 0.783
H 1.899 2.258 6.066
H 6.878 2.292 4.516
H -2.368 0.500 1.044
H 1.638 -6.828 7.248
H 3.083 -7.210 11.355
H -0.549 -2.834 -12.821
H 2.535 2.083 -7.560
H 3.437 -7.807 8.703
H -2.684 -4.583 -11.479
H -0.821 -6.373 -8.815
H -2.716 -0.976 -10.700
H -12.886 -9.987 4.381
H -10.084 -7.052 1.022
H -0.418 8.572 -0.424
H 1.280 -5.222 7.339
H -9.758 -5.030 3.959
H 5.207 4.401 8.636
H 3.972 1.398 5.084
H -4.263 11.387 -0.198
H -0.724 -4.599 -13.075
H -10.985 -9.842 0.314
H -10.496 7.088 7.653
H -9.021 6.814 8.275
H -2.979 -3.270 -9.350
H 0.091 -4.177 -9.033
H 5.215 4.744 5.646
H -3.165 -0.746 -9.066
H -2.222 -5.459 -8.622
H -1.485 -0.615 -9.354
H -4.397 9.380 2.750
H 1.577 -2.334 0.344
H -12.935 -8.549 2.340
H 0.489 -5.437 9.579
H -9.425 -9.556 1.150
H -13.120 -8.384 4.710
H -3.319 -2.286 2.049
H -1.450 -2.774 -8.540
H 5.055 5.562 -8.945
H 6.506 2.360 7.548
H -0.363 -7.814 9.889
H -9.458 9.246 7.414
H 3.299 0.497 -11.827
H 3.693 5.560 -10.060
H 1.254 -6.274 10.767
H -9.255 8.555 5.804
H -3.171 12.410 -1.044
H -1.848 6.468 -0.173
H -1.879 -3.518 -13.679
H 0.237 -7.735 8.326
H 3.510 1.014 -9.486
H -2.481 1.094 -1.446
H 0.198 -4.882 -10.543
H 12.205 0.054 0.175
H 10.940 1.258 -0.045
H 1.199 -8.572 9.507
H -2.888 -2.930 -11.702
H -2.716 -1.260 -1.831
H -11.684 -7.413 0.708
H -7.916 8.525 6.890
H 9.298 -0.453 -5.433
H 2.916 -5.442 5.604
H 12.361 0.004 -2.332
H -0.784 1.044 -1.214
H -1.995 -6.330 -10.100
H 1.984 2.693 4.350
H -1.403 10.651 -1.148
H -4.458 9.272 0.287
H -3.823 -0.708 2.645
H 9.218 -3.219 -2.379
```

total energy	-80112.4719	eV
max |F|	3.6	eV/A
LUMO level	0.0201	Ha
Kohn-Sham gap	8.5	eV
2S+1	1

Results of the Mulliken charge analysis, in e, for atoms 1 through 8: -0.227, -0.246, -0.237, -0.507, -0.282, -0.068, 0.004, -0.058